Record 1
# C14H23F7HfN2O6S2

A structure of composition C14H23F7HfN2O6S2 at a distorted geometry (the ωB97M-V functional and the def2-TZVPD basis, the OMol25 dataset).

XYZ file:
```
55
Properties=species:S:1:pos:R:3:nbo_charge:R:1
Hf 20.398 16.386 -6.863 2.365
C 24.011 9.758 -13.098 -0.616
C 22.666 10.414 -12.829 -0.441
C 22.665 11.849 -13.209 -0.175
N 21.251 12.513 -13.153 -0.221
C 20.281 11.964 -14.301 -0.411
C 20.586 12.428 -11.810 -0.243
C 19.846 13.746 -11.568 -0.450
C 20.180 14.733 -12.619 -0.421
C 21.477 14.052 -13.218 -0.210
H 24.833 10.107 -12.474 0.227
H 24.398 10.093 -14.060 0.207
H 23.976 8.694 -13.331 0.245
H 22.287 10.211 -11.827 0.232
H 21.914 9.943 -13.462 0.203
H 23.077 12.087 -14.190 0.220
H 23.268 12.421 -12.503 0.220
H 20.814 12.049 -15.248 0.225
H 19.495 12.667 -14.577 0.242
H 20.031 10.924 -14.092 0.246
H 19.956 11.540 -11.839 0.231
H 21.223 11.997 -11.037 0.264
H 18.865 13.272 -11.512 0.256
H 20.183 14.083 -10.588 0.238
H 19.399 14.740 -13.379 0.220
H 20.348 15.721 -12.191 0.239
H 21.803 14.316 -14.224 0.225
H 22.316 14.353 -12.591 0.233
C 24.104 14.383 -9.500 0.764
F 24.789 15.434 -9.232 -0.278
F 23.279 14.479 -10.609 -0.341
F 25.076 13.370 -9.652 -0.314
S 22.979 13.896 -8.015 2.243
O 24.000 13.454 -7.001 -0.853
O 22.176 15.130 -7.676 -1.133
O 22.106 12.831 -8.584 -0.914
C 16.296 16.790 -4.183 0.778
F 16.853 17.976 -4.016 -0.319
F 15.636 16.402 -3.114 -0.279
F 15.481 16.953 -5.244 -0.313
S 17.721 15.463 -4.497 2.263
O 17.007 14.226 -4.845 -0.885
O 18.494 16.012 -5.627 -1.126
O 18.488 15.360 -3.267 -0.908
F 19.401 14.380 -7.768 -0.726
N 19.142 11.868 -8.776 -0.522
C 17.907 11.447 -9.149 -0.107
C 17.952 10.070 -9.128 -0.304
C 19.146 9.649 -8.552 -0.308
C 19.932 10.808 -8.417 -0.096
H 19.387 12.819 -8.542 0.439
H 17.116 12.170 -9.289 0.216
H 17.271 9.279 -9.407 0.223
H 19.478 8.653 -8.298 0.225
H 20.914 10.979 -8.000 0.228
```

Properties
multiplicity = 2
molecular weight = 691.0 g/mol
expectation value of S² = 0.751
DFT total energy = -72143.8817 eV
HOMO-LUMO gap (spin up / spin down) = 3.264 / 2.765 eV
total charge = +1
E_HOMO (spin up / spin down) = -9.694 / -9.694 eV


Record 2
# C33H40N4P2TcTe

A structure of composition C33H40N4P2TcTe at a distorted geometry (the ωB97M-V functional and the def2-TZVPD basis, the OMol25 dataset).

XYZ file:
```
81
Properties=species:S:1:pos:R:3:mulliken_spin:R:1
Tc 0.056 0.630 1.984 2.062
C -1.975 1.881 -5.567 0.000
C -2.058 0.641 -5.071 0.000
C -1.316 -0.556 -5.567 0.000
C 0.088 -0.286 -6.147 0.000
C 0.938 0.575 -5.245 0.000
C 1.009 1.913 -5.276 0.000
C 0.289 2.814 -6.250 0.000
C -1.104 2.347 -6.708 0.000
C 1.499 0.606 3.566 -0.072
H -2.708 2.638 -5.263 0.000
H -2.880 0.396 -4.393 0.000
H -1.900 -1.091 -6.337 0.000
H -1.198 -1.255 -4.726 0.000
H 0.586 -1.265 -6.256 0.000
H 0.000 0.107 -7.171 0.000
H 1.658 0.003 -4.652 0.000
H 1.787 2.428 -4.711 0.000
H 0.891 2.998 -7.158 0.000
H 0.168 3.799 -5.775 0.000
H -1.596 3.216 -7.174 0.000
H -1.012 1.609 -7.515 0.000
H 1.165 1.204 4.426 -0.011
H 2.485 1.022 3.301 0.002
H 1.740 -0.374 4.005 0.017
P 1.636 -0.426 0.800 -0.026
P -1.344 -0.674 0.804 -0.125
N 2.670 0.866 0.243 0.012
N 2.739 -1.698 1.306 -0.003
N -2.210 0.542 -0.157 0.018
N -2.694 -1.730 1.194 -0.007
C 0.946 -1.086 -0.754 -0.005
C -0.475 -1.642 -0.499 0.018
C 2.536 2.189 0.654 0.004
C 3.499 2.945 -0.007 0.012
C 4.230 2.069 -0.856 0.006
C 3.697 0.786 -0.684 0.003
C 3.632 -1.601 2.387 -0.006
C 4.370 -2.781 2.469 0.008
C 3.917 -3.636 1.419 0.002
C 2.906 -2.962 0.745 -0.002
C -2.337 1.863 0.261 -0.013
C -2.739 2.631 -0.829 0.034
C -2.842 1.768 -1.945 -0.008
C -2.524 0.484 -1.505 0.004
C -3.798 -1.995 0.379 0.027
C -4.647 -2.867 1.052 -0.002
C -4.047 -3.150 2.315 0.019
C -2.846 -2.458 2.370 0.000
H 1.596 -1.863 -1.179 0.000
H 0.927 -0.242 -1.470 0.011
H -1.059 -1.660 -1.430 -0.005
H -0.444 -2.680 -0.115 0.001
H 1.768 2.484 1.371 -0.011
H 3.635 4.006 0.113 0.000
H 5.032 2.329 -1.522 0.002
H 3.945 -0.157 -1.145 0.000
H 3.637 -0.732 3.023 -0.002
H 5.120 -3.001 3.211 0.000
H 4.271 -4.630 1.193 0.000
H 2.286 -3.278 -0.073 0.000
H -2.161 2.154 1.300 -0.011
H -2.934 3.692 -0.815 0.001
H -3.086 2.021 -2.965 0.000
H -2.485 -0.462 -2.031 0.000
H -3.868 -1.546 -0.603 0.002
H -5.574 -3.254 0.665 0.000
H -4.451 -3.793 3.088 0.001
H -2.104 -2.389 3.161 0.003
Te -1.733 0.497 3.914 0.985
C -0.986 0.132 5.906 0.020
C -0.938 1.202 6.822 0.028
C -0.309 1.013 8.057 -0.012
C 0.255 -0.236 8.385 0.038
C 0.159 -1.305 7.480 -0.011
C -0.486 -1.131 6.242 0.003
H -1.374 2.154 6.543 -0.008
H -0.266 1.838 8.773 0.000
H 0.747 -0.377 9.346 0.001
H 0.574 -2.281 7.740 -0.001
H -0.580 -1.944 5.535 -0.003
```

Properties
multiplicity = 4
molecular weight = 780.3 g/mol
expectation value of S² = 3.799
relative energy (zero: lowest compared OMol25 entry of this formula, charge and spin) = 0.0 kJ/mol
DFT total energy = -68878.8522 eV
HOMO-LUMO gap (spin up / spin down) = 4.140 / 3.528 eV
total charge = +2
E_HOMO (spin up / spin down) = -12.723 / -12.724 eV


Record 3
# C3H2CsO3

A structure of composition C3H2CsO3 at a distorted geometry (the ωB97M-V functional and the def2-TZVPD basis, the OMol25 dataset).

XYZ file:
```
9
Properties=species:S:1:pos:R:3:nbo_charge:R:1
H -0.760 1.026 -0.955 0.556
C -1.344 -0.834 -1.905 1.032
O -1.491 0.266 -2.395 -0.537
O -0.561 -1.704 -1.795 -0.466
C 0.660 0.774 2.025 -0.477
C -0.035 0.643 1.041 0.344
O -0.890 0.468 0.092 -0.707
H 1.089 0.861 3.010 0.257
Cs 3.333 -1.500 0.881 0.997
```

Properties
multiplicity = 1
molecular weight = 219.0 g/mol
relative energy (zero: lowest compared OMol25 entry of this formula, charge and spin) = 329.3 kJ/mol
DFT total energy = -9824.5926 eV
HOMO-LUMO gap = 8.934 eV
total charge = +1
E_HOMO = -13.016 eV